Entry from the Open Molecules 2025 dataset: 17 unconnected molecules or ions with the total composition C52H146N8O17 (ωB97M-V/def2-TZVPD).

Computed properties:
Electronic energy, Ha: -3785.6685
Orbital gap, eV: 9.343

Structure (ORCA input):
```
! RIJCOSX wB97M-V def2-TZVPD def2/J DEFGRID3
* xyz 0 1
C 2.22914 1.32708 6.89909
C 1.21824 0.55508 6.09839
C 0.94771 -0.82081 6.71355
O 0.06644 1.33690 6.02300
H 2.51479 2.29654 6.54430
H 3.07758 0.69282 7.04923
H 1.71165 1.48111 7.87637
H 1.62486 0.38982 5.08634
H 1.88453 -1.39988 6.58976
H 0.07414 -1.32755 6.32133
H 0.82626 -0.69629 7.79089
H -0.70246 1.01083 6.51988
C 5.20667 -4.80457 -0.39891
C 4.02591 -3.85690 -0.73453
C 2.69282 -4.60606 -0.39704
O 4.24301 -2.61390 -0.08883
H 6.17421 -4.33328 -0.63388
H 5.26171 -5.82445 -0.84823
H 5.19909 -4.94143 0.67597
H 4.06123 -3.67591 -1.81279
H 2.60106 -5.10636 0.59202
H 2.48454 -5.34717 -1.17141
H 1.79436 -4.00334 -0.49299
H 4.05736 -2.61756 0.87461
C 5.59439 -2.14837 -3.98050
C 5.83156 -1.07787 -2.93389
O 4.77249 -1.01726 -2.03504
H 6.36088 -2.05996 -4.74747
H 4.53499 -2.06028 -4.31268
H 5.64798 -3.15669 -3.57963
H 5.85991 -0.05373 -3.38633
H 6.83262 -1.18339 -2.47901
H 4.81699 -1.60163 -1.29437
C 4.09727 -0.74010 3.54597
C 2.98872 -1.75803 3.73520
O 3.19173 -2.81782 2.68463
H 4.06108 -0.30067 2.53628
H 5.03923 -1.20802 3.79367
H 4.01064 0.04036 4.25954
H 2.03375 -1.26549 3.59054
H 2.97510 -2.29590 4.67952
H 2.58970 -3.55806 2.79550
C -4.48170 -2.65555 5.25052
C -4.97513 -2.70996 3.83528
O -3.89010 -2.73157 2.94321
H -3.89811 -1.71264 5.46016
H -3.85701 -3.48180 5.47809
H -5.34738 -2.56874 5.91352
H -5.60899 -1.88122 3.63820
H -5.62934 -3.56974 3.88823
H -4.01459 -2.75379 1.97211
C 1.86966 1.11135 -7.05161
C 2.92326 1.08582 -5.89142
O 2.43663 0.93435 -4.54627
H 2.35112 1.40044 -7.97167
H 1.10613 1.88476 -6.93426
H 1.38188 0.16588 -7.20093
H 3.52612 1.94940 -5.93415
H 3.61267 0.30497 -6.10471
H 2.37153 1.85389 -4.25049
C 5.53922 3.00615 1.24867
C 5.51542 1.65648 0.52250
O 5.33813 1.69366 -0.85913
H 6.41555 3.59721 0.91045
H 5.63874 2.78118 2.28824
H 4.70216 3.57347 1.04214
H 4.66880 1.10101 0.93666
H 6.37924 1.01061 0.79982
H 5.16361 0.79934 -1.18785
C 1.59528 4.33748 3.18035
C 1.18842 3.65093 1.90949
O 1.59752 4.46607 0.80323
H 1.10373 3.95773 4.01736
H 1.47313 5.39200 3.24447
H 2.67160 4.08563 3.30605
H 0.15190 3.53483 1.87762
H 1.63848 2.65702 1.85528
H 2.13449 3.87944 0.21078
C -6.16156 -0.90460 0.19234
C -4.87170 -1.25294 -0.48821
O -4.34351 -2.42489 0.04777
H -6.87026 -1.59938 -0.20070
H -6.42046 0.07538 -0.12873
H -6.13860 -1.01061 1.29572
H -4.17103 -0.37908 -0.45667
H -4.97031 -1.44217 -1.58547
H -3.64050 -2.75341 -0.56617
C -1.21565 -4.53056 -0.16685
C -2.25968 -4.94465 -1.31114
C -3.41955 -5.69687 -0.69937
O -4.42606 -5.97678 -1.63722
C -5.43499 -6.72870 -1.00370
N -2.67789 -3.70213 -1.91183
H -1.83208 -3.84206 0.48124
H -0.26918 -4.03979 -0.52683
H -1.07366 -5.38784 0.48702
H -1.79229 -5.57488 -2.02192
H -3.87034 -5.16698 0.12884
H -3.02764 -6.64831 -0.28058
H -5.94853 -6.13717 -0.22202
H -5.02809 -7.63604 -0.53965
H -6.14158 -7.03408 -1.72167
H -1.91122 -3.29387 -2.46208
H -3.40460 -3.96505 -2.57894
C -1.88709 4.49226 -0.17900
C -2.51298 5.84015 -0.02491
C -1.83493 6.89798 -0.92739
O -0.44847 6.88156 -0.88775
C 0.06026 7.55073 0.20531
N -3.93236 5.75699 -0.30226
H -1.90673 4.17323 -1.21268
H -2.40818 3.73517 0.36600
H -0.87017 4.59335 0.17883
H -2.46935 6.16637 1.01368
H -2.32503 7.80580 -0.61565
H -2.13559 6.74005 -1.99367
H 1.13946 7.43939 0.19273
H -0.19250 7.06890 1.13607
H -0.16361 8.66041 0.20887
H -4.28630 6.75068 -0.30976
H -4.02797 5.51825 -1.27718
C -0.11673 1.11931 -0.93130
C 1.05031 0.20214 -0.59578
C 0.91162 -0.93215 0.41409
O 0.79018 -0.46628 1.67047
C -0.40786 0.12026 2.02825
N 1.43938 -0.50865 -1.84639
H 0.17779 1.63020 -1.84765
H -0.19642 1.91415 -0.21628
H -1.11936 0.64409 -1.14803
H 1.87542 0.94683 -0.33193
H 1.81330 -1.56544 0.41263
H 0.03774 -1.56102 0.19413
H -1.14120 -0.62213 2.13671
H -0.74905 0.84891 1.29615
H -0.22339 0.61922 3.01095
H 1.53540 0.13983 -2.63830
H 2.39579 -0.88841 -1.72971
C 3.89016 5.74010 -1.71698
C 2.89079 4.71801 -2.20725
C 3.01620 4.57662 -3.70860
O 2.22745 3.55074 -4.19268
C 0.81603 3.92984 -4.28684
N 3.04613 3.42454 -1.50853
H 3.70296 5.89415 -0.63954
H 3.64205 6.69113 -2.21020
H 4.92572 5.52812 -1.94530
H 1.91191 5.19634 -2.03852
H 4.02811 4.20877 -3.92184
H 2.82749 5.52143 -4.26022
H 0.70268 4.76940 -5.00929
H 0.51946 4.27879 -3.28484
H 0.28010 3.04289 -4.51829
H 3.99338 3.07806 -1.39232
H 2.46354 2.62136 -1.85562
C -3.27818 2.71523 7.22208
C -3.36640 1.29690 6.63376
C -3.01978 1.33015 5.12353
O -4.02037 2.07578 4.45977
C -4.01534 1.86957 3.05925
N -2.42043 0.39818 7.33536
H -3.73029 2.79907 8.22939
H -3.82685 3.39311 6.48813
H -2.22994 2.96693 7.39419
H -4.42088 1.04072 6.68245
H -3.02799 0.30550 4.78768
H -2.04488 1.82653 4.85071
H -3.00706 1.68681 2.64001
H -4.41288 2.75778 2.53411
H -4.64965 1.04269 2.77210
H -2.34659 0.53078 8.33261
H -2.46166 -0.60678 7.04641
C -0.23671 -1.29673 -5.38494
C 0.52260 -2.53915 -4.88536
C 1.94450 -2.38900 -5.35129
O 1.99144 -2.35709 -6.76661
C 3.22264 -2.69297 -7.30678
N 0.37653 -2.87622 -3.48984
H 0.06329 -0.37041 -4.84245
H -1.27992 -1.48460 -5.26206
H -0.10212 -1.22228 -6.44516
H 0.16134 -3.38898 -5.51550
H 2.53264 -3.19808 -5.01714
H 2.37572 -1.46503 -4.99382
H 4.08420 -2.21304 -6.83388
H 3.22740 -2.52876 -8.38364
H 3.51552 -3.79718 -7.09775
H 0.88683 -3.77626 -3.20107
H 0.80084 -2.21114 -2.85322
C -4.31419 2.73592 -3.26262
C -3.14259 3.31533 -4.04327
C -3.05771 2.61519 -5.36567
O -1.98024 3.18747 -6.09878
C -1.67735 2.49974 -7.30575
N -3.27942 4.77381 -4.12145
H -4.23285 3.03588 -2.22258
H -4.35960 1.65004 -3.37496
H -5.31745 3.11983 -3.61425
H -2.22147 2.99824 -3.57631
H -3.99903 2.67388 -5.90028
H -2.72043 1.57512 -5.22373
H -1.34668 1.57893 -6.93855
H -0.79755 2.93921 -7.78580
H -2.49322 2.45135 -7.99245
H -2.53614 5.20139 -4.67164
H -4.18051 4.99620 -4.54167
C 0.41676 -4.85622 3.21909
C -0.96288 -4.78197 3.78079
C -1.21337 -5.96382 4.71087
O -2.57812 -5.82482 5.23859
C -3.56586 -6.01647 4.25960
N -1.25212 -3.50634 4.41493
H 0.78504 -5.89901 3.04221
H 1.12599 -4.29036 3.85912
H 0.57971 -4.36652 2.21420
H -1.66506 -4.80553 2.89499
H -0.56771 -6.03171 5.53906
H -1.24633 -6.89442 4.16226
H -4.30957 -6.53067 4.82793
H -3.27105 -6.71610 3.42131
H -3.77388 -5.05962 3.80707
H -1.95905 -3.00625 3.87192
H -1.43421 -3.56253 5.39115
*
```